The molecule C2H5IN4 in a non-equilibrium geometry. Source: the Open Molecules 2025 dataset; level of theory: the ωB97M-V functional and the def2-TZVPD basis.

CARTESIAN COORDINATES (ANGSTROEM)
H -4.98901 0.41384 0.14815
N -4.16150 -0.18959 0.09568
N -3.14421 0.44138 0.44135
N -2.01993 -0.01086 0.67688
C -0.82043 -0.04694 0.25035
N 0.23651 -0.20165 1.10055
C 1.54604 -0.13294 0.49428
I 0.09595 -1.78707 2.54173
H -0.59239 0.10739 -0.80569
H 1.84178 -1.04067 -0.03969
H 2.27580 0.06649 1.27854
H 1.55946 0.70094 -0.21027

Calculated values
Gap between HOMO and LUMO (alpha / beta) = 0.2609 / 0.2609 Eh
E_tot = -16212.13111 eV
HOMO (alpha / beta) = -8.062 / -8.062 eV
SMILES string = [H]/N=N/N=C/N(C)I
E_LUMO (alpha / beta) = -1.0 / -1.0 eV
Spin multiplicity = 1

C22H68HgO17Rb as an isolated structure in a non-equilibrium geometry. Source: the Open Molecules 2025 dataset; level of theory: the ωB97M-V functional and the def2-TZVPD basis.

CARTESIAN COORDINATES (ANGSTROEM)
Hg -1.85018 -3.43934 -0.19563
Rb -0.19759 0.08211 -0.45532
C -1.60918 -3.13385 3.53911
C -2.59816 -4.10682 2.95337
O -2.27448 -4.56668 1.68793
H -1.48726 -2.22662 2.92728
H -0.63126 -3.60706 3.59368
H -1.91342 -2.78005 4.52227
H -3.59243 -3.64667 2.97592
H -2.76135 -4.96450 3.60869
C 2.72245 -2.49193 0.87374
C 1.32973 -2.96020 1.22254
O 0.47168 -2.69822 0.14065
H 2.74546 -1.41912 0.66632
H 3.05934 -3.09925 0.02705
H 3.42893 -2.63944 1.70432
H 0.97710 -2.50298 2.15872
H 1.24593 -4.00878 1.52078
C -2.10844 -2.43533 -4.87655
C -1.42523 -3.26324 -3.79125
O -1.59385 -2.66342 -2.54394
H -1.98158 -2.87010 -5.87054
H -1.72793 -1.40455 -4.91663
H -3.17438 -2.42620 -4.64167
H -0.39258 -3.53220 -4.02875
H -1.95445 -4.22835 -3.80586
C -3.74670 0.75779 1.11284
C -3.76113 -0.78386 1.17444
O -2.80422 -1.27513 0.27705
H -3.93050 1.12884 0.10693
H -2.73117 1.03604 1.38360
H -4.42678 1.19303 1.85522
H -4.75451 -1.23146 0.96134
H -3.58403 -1.14231 2.20612
C -3.58944 2.81714 -3.59967
C -4.46896 1.87119 -4.39411
O -3.92351 0.61828 -4.71515
O -3.53243 2.46137 -2.23955
H -4.03842 3.83191 -3.66110
H -2.59378 2.96549 -4.03748
H -4.76497 2.37177 -5.32571
H -5.44412 1.81447 -3.89766
H -3.85601 0.03060 -3.93511
H -3.33201 1.50711 -2.22741
C 4.62760 -0.61411 -3.07754
C 5.95018 0.09555 -2.82605
O 6.80762 -0.01553 -3.95244
O 3.78469 -0.46111 -1.95594
H 4.70678 -1.68586 -3.30963
H 4.17363 -0.17805 -3.98317
H 6.43197 -0.30467 -1.93411
H 5.71217 1.12427 -2.54540
H 6.34968 0.44105 -4.66426
H 2.99653 -1.07313 -2.11214
C -2.43727 0.89341 4.60317
C -3.84488 0.47679 5.10356
O -4.78061 1.53693 5.05062
O -1.76650 1.75997 5.51745
H -2.61605 1.22095 3.57327
H -1.81626 0.00438 4.52448
H -3.89336 0.06455 6.13550
H -4.14331 -0.35762 4.46590
H -4.66962 2.08179 5.84096
H -2.44839 2.42527 5.68598
O 1.47718 -1.96004 -2.26468
H 1.10213 -2.37489 -1.37462
H 0.74901 -2.02613 -2.88188
O -3.21453 -0.47433 -2.15520
H -2.61620 -1.21891 -2.47704
H -3.19040 -0.75710 -1.15169
O 2.28939 1.43257 -0.63691
H 2.98774 0.95559 -1.15346
H 2.05134 2.20371 -1.16082
C 1.50163 0.94188 -4.24488
C 0.00054 1.00876 -4.02178
O -0.34781 1.82529 -2.87633
H 2.02904 1.89653 -4.30812
H 1.70619 0.33666 -5.12601
H 1.98007 0.41271 -3.42139
H -0.43222 0.03389 -3.78256
H -0.58038 1.41676 -4.84820
H -0.39801 2.76490 -3.09280
C 5.53149 0.06658 2.19061
C 4.97753 0.98812 1.08647
O 5.82740 2.12245 0.94247
H 6.53432 -0.25712 1.94058
H 4.94291 -0.85623 2.28912
H 5.44952 0.62858 3.12472
H 3.97884 1.36286 1.31755
H 4.85995 0.35103 0.19936
H 5.38472 2.73800 0.35395
C 2.59640 0.24908 3.78754
C 1.17678 0.42127 4.30841
O 0.92256 1.80790 4.50333
H 2.78781 -0.81756 3.64421
H 3.37680 0.69941 4.40954
H 2.63795 0.73706 2.81663
H 1.12231 -0.10233 5.28743
H 0.44778 -0.09082 3.67910
H 0.01094 1.83272 4.82609
C -0.80379 3.89165 0.33568
C 0.11385 3.54394 1.48992
O -0.06436 2.15009 1.84632
H -0.58250 4.92858 0.09639
H -1.84724 3.68027 0.56564
H -0.53924 3.33629 -0.56632
H -0.05600 4.07389 2.41827
H 1.16120 3.64670 1.20143
H 0.40861 2.07541 2.70289

Calculated values
Gap between HOMO and LUMO = 0.2523 Eh
E_tot = -63553.53302 eV
Charge = -1
HOMO = -5.302 eV
E_LUMO = 1.6 eV
Spin multiplicity = 1

The molecule C4H7NO2. Source: the Open Molecules 2025 dataset; level of theory: the ωB97M-V functional and the def2-TZVPD basis.

CARTESIAN COORDINATES (ANGSTROEM)
O -1.14110 -0.35625 1.51559
C -1.03848 0.10215 0.16995
C -0.12611 1.33108 0.22431
O 1.20309 0.95308 0.61261
C 1.71740 -0.07478 -0.06352
N 1.02381 -0.84009 -0.83541
C -0.43090 -0.91588 -0.74063
H -1.25726 -1.31276 1.44732
H -2.02745 0.41527 -0.20050
H -0.08766 1.82138 -0.75626
H -0.44899 2.04561 0.98262
H 2.77993 -0.22314 0.09337
H -0.86411 -1.07708 -1.72472
H 0.67537 -1.88878 -0.66006

Calculated values
Gap between HOMO and LUMO = 0.3080 Eh
E_tot = -9842.57362 eV
HOMO = -7.451 eV
E_LUMO = 0.9 eV
Spin multiplicity = 1

C5H39N2O13S as an isolated structure in a non-equilibrium geometry. Source: the Open Molecules 2025 dataset; level of theory: the ωB97M-V functional and the def2-TZVPD basis.

CARTESIAN COORDINATES (ANGSTROEM)
N -1.44791 3.38016 -1.26795
C -0.78322 2.07216 -1.20580
C -0.26500 1.79130 0.24136
S 0.62623 3.21681 0.92296
C -1.90035 1.11900 -1.64695
N -1.65725 -0.35792 -1.67843
C -2.71076 -0.96271 -2.47716
C -2.33794 -2.42881 -2.69417
H -2.18146 3.49243 -0.57128
H -0.81262 4.13837 -1.03027
H 0.01729 2.26640 -1.93685
H -1.22173 1.74953 0.75513
H 0.38832 0.93867 0.45717
H -2.28431 1.51133 -2.60262
H -2.74079 1.20462 -0.96689
H -0.71018 -0.44433 -2.04142
H -2.95727 -0.49584 -3.45454
H -3.71409 -0.84042 -2.04589
H -2.61700 -3.29072 -2.10539
H -1.28122 -2.45234 -2.97647
H -2.89020 -2.72012 -3.61080
H 1.89303 1.97338 2.06987
H 3.30105 1.91181 1.81610
O 2.64398 1.32497 2.19544
H 0.95823 2.03260 -1.16003
H 0.93174 0.58433 -0.77844
O 1.25799 1.15936 -1.48659
H 2.21511 -1.67552 2.21863
H 2.48892 -0.29731 2.66638
O 2.89222 -0.98601 2.11487
H 3.47382 -0.94035 0.49318
H 3.61708 -0.36926 -0.96335
O 3.34089 -1.14178 -0.46180
H -3.61810 -0.36664 1.56047
H -2.82266 -0.35983 0.32886
O -3.44182 0.20615 0.81657
H -1.21082 -0.44152 3.30312
H -2.70573 0.35853 3.43980
O -2.17931 -0.41586 3.20982
H 1.80952 -2.13226 -1.58285
H 0.65047 -1.65726 -0.66162
O 0.95443 -2.35663 -1.22497
H 0.28709 1.58814 3.88677
H 1.33402 0.51870 3.55753
O 0.45212 0.64898 3.93140
H 2.25461 3.28890 -1.07619
H 2.26228 3.46397 -2.55713
O 2.83938 3.15236 -1.85489
H 0.74072 -4.35779 -0.17501
H -0.57633 -3.49654 0.26781
O -0.06030 -4.33197 0.38231
H 0.92669 -3.45994 1.75729
H 2.51179 -3.48246 1.65213
O 1.76133 -3.38533 2.24221
H 0.36402 -0.13773 -2.93822
H 0.07406 -1.65587 -2.60658
O -0.28958 -0.82539 -2.99150
H -1.53221 -1.83937 1.17990
H -1.47084 -1.64882 -0.40017
O -1.84375 -2.20710 0.33993

Calculated values
Gap between HOMO and LUMO = 0.2656 Eh
E_tot = -46246.07432 eV
Charge = -1
HOMO = -4.629 eV
E_LUMO = 2.6 eV
Spin multiplicity = 1

C23H47NO2S2Si2Sr as an isolated structure in a non-equilibrium geometry. Source: the Open Molecules 2025 dataset; level of theory: the ωB97M-V functional and the def2-TZVPD basis.

CARTESIAN COORDINATES (ANGSTROEM)
O -0.28766 -1.20834 -1.43087
O 0.50275 0.83600 -4.74014
C 0.20033 -2.57471 -1.79415
C -0.80377 -3.59667 -1.33542
H 1.18475 -2.62506 -1.31458
H 0.36518 -2.56262 -2.87968
H -1.02185 -3.52596 -0.25523
H -0.45934 -4.60137 -1.53511
H -1.74314 -3.46500 -1.88254
C -1.55703 -0.86266 -2.13107
C -1.61684 -1.28953 -3.58363
H -1.60838 0.22259 -1.98863
H -2.38911 -1.35575 -1.59649
H -0.74143 -0.94872 -4.14292
H -2.51240 -0.81478 -3.99464
H -1.77044 -2.36903 -3.73312
C 0.09807 2.02904 -4.08513
C 1.93384 0.70222 -4.94632
C -1.18169 2.65599 -4.63390
H 0.92589 2.76086 -4.14319
H -0.01113 1.78320 -3.02534
H -1.11956 2.79508 -5.71592
H -1.26975 3.62510 -4.12324
H -2.08864 2.09085 -4.41965
C 2.19078 1.01356 -6.40696
H 2.23160 -0.33090 -4.71513
H 2.56119 1.34613 -4.29287
H 1.45034 0.53217 -7.04749
H 3.18188 0.68906 -6.73502
H 2.05666 2.09375 -6.55854
H 4.04147 1.31143 -1.83041
Sr -0.74050 -0.89017 0.93909
C 3.29957 0.90565 -1.17072
Si 4.15263 0.83593 0.46934
H 3.00432 -0.09392 -1.51910
H 2.41027 1.54008 -1.16861
C 5.54317 -0.37276 0.01548
C 3.16636 0.18226 1.90654
C 4.76747 2.60164 0.73590
C -3.01120 -1.88658 1.58338
Si -3.99164 -0.30623 1.53314
H -2.72692 -2.33340 2.55950
H -3.20143 -2.73536 0.90286
C -5.41377 -0.48988 0.31013
C -2.97257 1.19292 0.92527
C -4.64192 0.20060 3.22706
H 4.32275 3.24707 -0.04144
H 5.86069 2.68885 0.64539
H 4.47879 3.02066 1.71007
H 5.33680 -1.38111 0.40011
H 6.52863 -0.06539 0.38917
H 5.60625 -0.45624 -1.08448
H 2.84212 -0.86314 1.77151
H 2.26311 0.76822 2.12131
H 3.77533 0.19549 2.81969
H -3.68357 1.99522 0.67127
H -2.38836 1.01961 -0.00155
H -2.30465 1.61390 1.69650
H -5.48206 0.90954 3.15853
H -3.86543 0.67669 3.84676
H -5.00006 -0.69213 3.75947
H -6.22217 0.24196 0.45134
H -5.84330 -1.49471 0.42648
H -5.06250 -0.38975 -0.72750
S 0.72454 -3.00650 2.11453
C 0.42840 -2.02130 3.45118
N 0.00698 -0.73812 3.45904
C -0.09604 -0.19126 4.73169
C -0.52449 1.11354 5.04374
C -0.67544 1.46379 6.38771
C -0.38753 0.53683 7.41166
C 0.05708 -0.75342 7.09954
C 0.21106 -1.11216 5.76269
S 0.68522 -2.65124 5.09478
H -0.73061 1.81248 4.22015
H -1.01677 2.46506 6.65681
H -0.51206 0.82875 8.45757
H 0.28089 -1.48795 7.86432

Calculated values
Gap between HOMO and LUMO = 0.2425 Eh
E_tot = -68462.11979 eV
HOMO = -6.559 eV
E_LUMO = 0.0 eV
Spin multiplicity = 1

C25H24ClN3NiSb as an isolated structure. Source: the Open Molecules 2025 dataset; level of theory: the ωB97M-V functional and the def2-TZVPD basis.

CARTESIAN COORDINATES (ANGSTROEM)
Ni -0.28303 -0.30422 0.20101
C -3.13459 0.59808 -0.88833
C -2.74791 -0.75256 -1.40327
C -3.57207 -1.48104 -2.25411
C -3.17005 -2.72517 -2.70148
C -1.94231 -3.22654 -2.29073
C -1.16556 -2.45605 -1.44502
N -1.56478 -1.25051 -1.01441
Sb 0.76159 -3.07981 -0.71675
C 1.61445 -1.20101 -1.40870
C 2.74500 -1.28498 -2.19318
C 3.17344 -0.15304 -2.88811
C 2.42923 0.99842 -2.79995
C 1.30028 1.03991 -1.97618
C 0.46496 2.27643 -1.90559
N 0.93536 -0.03473 -1.27617
C 0.09682 -2.70002 1.32013
C 0.30520 -3.69901 2.25018
C -0.27054 -3.57835 3.51225
C -1.04388 -2.47276 3.78703
C -1.20659 -1.47998 2.82036
C -2.01808 -0.25623 3.10952
N -0.63573 -1.60381 1.61939
H -4.09842 0.90905 -1.28472
H -3.19695 0.59005 0.20047
H -2.38927 1.34454 -1.16456
H -4.52173 -1.06245 -2.55695
H -3.80404 -3.29969 -3.36393
H -1.59691 -4.19608 -2.62314
H 3.27772 -2.22266 -2.28256
H 4.06112 -0.19123 -3.50558
H 2.70411 1.88747 -3.35141
H 0.06382 2.49802 -2.89667
H -0.35970 2.15308 -1.20687
H 1.06513 3.13043 -1.58890
H 0.89877 -4.56674 1.99403
H -0.12207 -4.34614 4.25989
H -1.52503 -2.35385 4.74821
H -2.91447 -0.52250 3.66845
H -1.45167 0.45460 3.71352
H -2.30308 0.24636 2.18806
Cl -0.97060 2.98685 1.69611
C 0.70970 3.08080 1.21858
C 1.22500 4.33007 0.92048
C 2.52840 4.43341 0.45772
C 3.29436 3.28495 0.30128
C 2.76099 2.04756 0.62108
C 1.45428 1.90619 1.09723
C 0.89772 0.58135 1.46497
H 0.60499 5.20753 1.04239
H 2.94071 5.40591 0.22524
H 4.31382 3.35660 -0.05495
H 3.37149 1.15657 0.51916
H 0.29595 0.69917 2.36753
H 1.71469 -0.10222 1.71793

Calculated values
Gap between HOMO and LUMO (alpha / beta) = 0.2906 / 0.2906 Eh
E_tot = -90882.83306 eV
Charge = +1
HOMO (alpha / beta) = -10.759 / -10.758 eV
E_LUMO (alpha / beta) = -2.9 / -2.9 eV
Spin multiplicity = 1